# 1
Density functional theory data (wB97M-V/def2-TZVPD) for a molecular structure, C22H59I2O9.

* Kohn-Sham gap: 4.480 eV
* total energy: -2145.99780 a.u.
* charge: -1

The geometry in XYZ format:
```
92
Properties=species:S:1:pos:R:3:forces:R:3
C -1.61572 -6.84344 2.93714 0.0 0.4 0.9
C -0.73182 -5.79210 2.80115 -0.3 0.4 -0.4
I 1.25483 -6.27044 3.45001 0.6 -0.2 0.1
C -0.82479 -4.52405 2.28965 0.4 -0.5 0.0
C 0.14467 -3.40175 2.25891 -0.1 0.0 0.4
I -2.63192 -3.99882 1.43211 -0.7 0.0 -0.2
H -2.58581 -6.51593 3.28236 -0.6 0.1 -0.4
H -1.28083 -7.65542 3.55219 0.2 -0.6 -0.1
H -0.02206 -2.76045 1.41129 0.0 0.3 -0.4
H 0.07388 -2.78164 3.15208 0.0 0.4 0.3
H 1.15959 -3.75320 2.19308 0.4 -0.2 0.0
C -4.27867 0.28093 -0.95125 0.1 0.2 0.1
C -3.06967 -0.63111 -0.97916 -0.6 -0.5 0.0
O -1.96163 -0.06170 -0.27540 -3.9 -4.5 2.6
H -4.02271 1.25052 -1.38295 -0.1 0.0 -0.1
H -5.10639 -0.13881 -1.52015 0.1 0.0 0.0
H -4.61092 0.45562 0.07545 0.0 -0.1 0.0
H -2.72776 -0.77834 -2.00271 0.1 0.0 0.0
H -3.30380 -1.60868 -0.55308 0.1 0.0 -0.1
H -2.21330 0.04772 0.64404 0.0 -0.1 0.4
C 0.50638 -0.58409 -1.29416 0.1 -0.2 -0.2
C 0.32168 0.77623 -0.65179 -0.3 0.4 -0.3
O -0.83643 1.46892 -1.12001 3.7 3.7 -2.1
H 0.59200 -0.49455 -2.37922 0.1 0.1 0.0
H 1.39660 -1.07960 -0.90491 0.0 0.0 0.0
H -0.35398 -1.21760 -1.07925 0.3 -0.1 0.0
H 1.17175 1.42161 -0.87626 0.1 -0.1 0.1
H 0.25724 0.66922 0.43554 0.2 -0.1 0.1
H -1.58356 0.90795 -0.87448 0.3 1.0 -0.3
C -4.07753 1.90995 -5.61952 -0.3 0.0 0.0
C -3.78199 0.64800 -4.83942 0.0 -0.1 0.0
O -4.94642 0.07512 -4.23989 0.1 0.1 0.1
H -4.53096 2.64741 -4.95953 0.0 0.1 0.0
H -3.16200 2.33155 -6.02694 0.1 0.0 0.0
H -4.77891 1.72366 -6.43919 0.1 -0.1 0.0
H -3.10726 0.87975 -4.01761 0.1 0.0 0.0
H -3.29553 -0.09923 -5.47591 0.1 0.0 0.0
H -5.54713 -0.18339 -4.94014 -0.1 0.0 -0.1
C -3.15905 4.93602 -2.39285 0.0 0.0 -0.2
C -2.06615 3.90370 -2.60552 -0.1 0.0 0.0
O -1.90736 3.55432 -3.98131 -0.1 0.0 0.1
H -4.10913 4.56846 -2.78126 0.0 0.0 0.0
H -3.28024 5.16426 -1.33353 0.0 0.0 0.0
H -2.92082 5.86537 -2.91665 0.0 0.1 0.0
H -2.31025 2.97470 -2.09488 0.2 0.1 0.0
H -1.11563 4.26374 -2.20057 -0.2 -0.2 0.0
H -1.66275 4.34666 -4.46201 0.1 0.2 -0.1
C 2.80850 -6.76787 8.05075 0.0 0.1 -0.1
C 1.77846 -5.65005 8.08790 -0.1 0.0 -0.1
O 1.66296 -4.97551 6.84749 0.1 -0.2 0.2
H 3.78261 -6.37105 7.76481 0.0 0.0 0.0
H 2.89951 -7.25669 9.02326 0.0 0.0 0.0
H 2.52634 -7.52128 7.31320 0.0 0.0 0.0
H 2.06765 -4.89218 8.81627 0.0 0.0 0.0
H 0.80311 -6.05083 8.39158 0.0 0.0 0.1
H 1.39123 -5.62521 6.18418 0.0 0.2 -0.2
C 0.17685 -5.08175 -2.01447 0.0 -0.1 0.0
C -0.95663 -5.99093 -2.46393 0.0 0.1 0.1
O -1.67653 -6.52496 -1.36748 0.0 0.1 -0.3
H 0.85370 -5.62618 -1.35692 0.0 0.0 0.0
H 0.74217 -4.69784 -2.86753 0.0 0.0 0.0
H -0.21530 -4.23274 -1.45053 0.0 0.0 0.0
H -0.56444 -6.84802 -3.01232 0.0 0.0 0.0
H -1.63237 -5.44396 -3.13702 0.0 0.0 0.0
H -2.03516 -5.77266 -0.88411 -0.1 -0.1 0.4
C 4.65369 -2.32623 2.25439 -0.1 0.0 0.0
C 3.86670 -1.14609 1.70927 -0.1 -0.1 0.2
O 2.47436 -1.41738 1.63637 0.2 0.2 -0.2
H 4.48587 -3.20831 1.63745 0.0 0.0 0.0
H 5.72374 -2.10990 2.27709 0.0 0.0 0.0
H 4.33150 -2.56886 3.26889 0.0 0.0 0.0
H 4.17712 -0.91654 0.69054 0.0 0.0 0.0
H 4.04632 -0.25609 2.32501 0.0 0.0 -0.1
H 2.16152 -1.61548 2.52257 -0.1 -0.1 0.1
C 1.20931 5.69071 -1.09157 -0.1 -0.1 0.1
C 2.04914 4.64136 -0.38622 -0.1 -0.2 0.0
O 1.28959 3.79778 0.47062 0.1 0.3 0.0
H 0.68645 6.30838 -0.35933 0.0 0.0 0.0
H 1.82719 6.33505 -1.71481 0.0 0.0 0.0
H 0.45286 5.21139 -1.71873 0.2 0.1 0.0
H 2.79279 5.11497 0.25491 0.1 0.0 0.0
H 2.58160 4.03263 -1.12758 0.1 0.0 0.0
H 0.63257 3.34818 -0.07099 -0.2 -0.2 0.0
C 3.46350 9.42412 0.07100 -0.1 -0.1 -0.1
C 4.07069 8.49828 -0.96722 -0.1 0.1 -0.1
O 3.14341 8.14703 -1.99197 0.2 0.0 0.1
H 2.58665 8.96062 0.52176 0.0 0.0 0.0
H 4.18106 9.65523 0.85884 0.0 0.0 0.0
H 3.14709 10.36380 -0.38779 0.0 0.0 0.0
H 4.37036 7.55712 -0.51050 0.0 0.0 0.0
H 4.96071 8.95809 -1.41056 0.0 0.0 0.0
H 2.86384 8.95282 -2.43007 -0.1 0.1 -0.1
```
Forces are in eV/Å.

Mulliken charges, unit e, in atom order: atom 1 (C): -1.2565, atom 2 (C): 0.5449, atom 3 (I): -0.1948, atom 4 (C): -0.1821, atom 5 (C): -0.9424, atom 6 (I): -0.1658, atom 7 (H): 0.2683, atom 8 (H): 0.2944, atom 9 (H): 0.1364, atom 10 (H): 0.3110, atom 11 (H): 0.3722, atom 12 (C): -0.8197, atom 13 (C): -0.1891, atom 14 (O): -0.1736, atom 15 (H): 0.0549, atom 16 (H): 0.3253, atom 17 (H): 0.3699, atom 18 (H): 0.2627, atom 19 (H): 0.0985, atom 20 (H): 0.2209, atom 21 (C): -0.7611, atom 22 (C): -0.1827, atom 23 (O): -0.7109, atom 24 (H): 0.3635, atom 25 (H): 0.3087, atom 26 (H): -0.1233, atom 27 (H): 0.2187, atom 28 (H): 0.2112, atom 29 (H): 0.4784, atom 30 (C): -0.9982, atom 31 (C): 0.1342, atom 32 (O): -0.4875, atom 33 (H): 0.1952, atom 34 (H): 0.2335, atom 35 (H): 0.4217, atom 36 (H): -0.0211, atom 37 (H): 0.2541, atom 38 (H): 0.2783, atom 39 (C): -1.3002, atom 40 (C): 2.2932, atom 41 (O): -0.4868, atom 42 (H): 0.3011, atom 43 (H): 0.3807, atom 44 (H): 0.3725, atom 45 (H): -0.6934, atom 46 (H): -0.9321, atom 47 (H): 0.2723, atom 48 (C): -0.9773, atom 49 (C): -0.2314, atom 50 (O): -0.4147, atom 51 (H): 0.2488, atom 52 (H): 0.3294, atom 53 (H): 0.3046, atom 54 (H): 0.2692, atom 55 (H): 0.2517, atom 56 (H): 0.1374, atom 57 (C): -0.6209, atom 58 (C): -0.3005, atom 59 (O): -0.4551, atom 60 (H): 0.2454, atom 61 (H): 0.3590, atom 62 (H): -0.0120, atom 63 (H): 0.2837, atom 64 (H): 0.2485, atom 65 (H): 0.1959, atom 66 (C): -1.0709, atom 67 (C): -0.2888, atom 68 (O): -0.3485, atom 69 (H): 0.2834, atom 70 (H): 0.3712, atom 71 (H): 0.2991, atom 72 (H): 0.2722, atom 73 (H): 0.2991, atom 74 (H): 0.1894, atom 75 (C): -0.4123, atom 76 (C): -0.2184, atom 77 (O): -0.5179, atom 78 (H): 0.2069, atom 79 (H): 0.1741, atom 80 (H): -0.2153, atom 81 (H): 0.2545, atom 82 (H): 0.2498, atom 83 (H): 0.2390, atom 84 (C): -1.0030, atom 85 (C): -0.2409, atom 86 (O): -0.4763, atom 87 (H): 0.2567, atom 88 (H): 0.3304, atom 89 (H): 0.3206, atom 90 (H): 0.2620, atom 91 (H): 0.2935, atom 92 (H): 0.2732

***

# 2
Density functional theory data (wB97M-V/def2-TZVPD) for 2 unconnected molecules or ions with the total composition CH3O3S.

* Kohn-Sham gap: 5.540 eV
* energy relative to the best compared isomer or geometry (same formula, charge and spin): 267.2 kJ/mol
* total energy: -663.76960 a.u.
* charge: -1

The geometry in XYZ format:
```
8
Properties=species:S:1:pos:R:3:forces:R:3
C -1.59834 -0.27701 -0.32542 -0.9 -3.1 0.5
O 1.76721 1.32634 0.32252 3.7 -1.4 2.9
O 2.22033 -1.23113 0.15732 1.4 -1.9 -1.6
O -2.39366 0.03904 0.53491 0.6 0.9 -0.7
S 1.47872 -0.29369 1.01032 -1.5 2.3 1.1
H -1.64768 -1.41657 -0.61957 0.6 1.7 0.1
H -0.88148 0.31097 -0.91315 -0.2 0.5 0.3
H 1.05490 1.54203 -0.16694 -3.8 1.0 -2.6
```
Forces are in eV/Å.

Mulliken charges, unit e, in atom order: atom 1 (C): 0.0146, atom 2 (O): -0.5335, atom 3 (O): -0.5662, atom 4 (O): -0.4742, atom 5 (S): -0.0347, atom 6 (H): 0.1772, atom 7 (H): 0.1632, atom 8 (H): 0.2536

***

# 3
Density functional theory data (wB97M-V/def2-TZVPD) for 2 unconnected molecules or ions with the total composition C15H31NO5.

* SMILES: CCCCC[C@H]1CC(=O)O[C@H]1N.COCCOCCOC
* Kohn-Sham gap: 10.004 eV
* energy relative to the best compared isomer or geometry (same formula, charge and spin): 0.0 kJ/mol
* total energy: -1021.05211 a.u.

The geometry in XYZ format:
```
52
Properties=species:S:1:pos:R:3:forces:R:3
C 0.53449 -1.75436 -0.14364 -0.1 0.1 0.0
C -0.32013 -2.38653 0.95657 0.0 0.0 0.0
C 0.40627 -3.42284 1.82507 0.0 0.1 0.1
C 1.82489 -3.06731 2.28414 0.0 0.0 0.1
C 1.90994 -2.21435 3.55235 0.0 0.1 -0.1
C 1.23396 -0.83646 3.44659 0.2 -0.1 0.1
C -0.17536 -0.86105 4.03368 0.0 0.1 0.0
C 0.10420 -0.71745 5.52033 0.2 0.0 -0.2
O -0.59302 -1.03490 6.43253 -0.2 -0.1 0.3
O 1.32800 -0.16585 5.68938 -0.1 0.1 -0.1
C 1.84854 0.22148 4.38464 -0.1 0.0 0.1
N 3.25297 0.40566 4.48265 0.0 -0.1 -0.2
H 1.25612 -2.46478 -0.55266 -0.1 0.0 0.0
H -0.09319 -1.39993 -0.96152 0.0 0.0 0.0
H 1.09282 -0.88632 0.21125 0.1 -0.1 0.0
H -1.17135 -2.88471 0.48637 0.0 0.0 0.1
H -0.75133 -1.60015 1.58139 0.0 0.0 -0.1
H -0.19378 -3.62177 2.71968 0.0 -0.1 -0.1
H 0.43342 -4.36682 1.27531 0.1 0.0 -0.1
H 2.36153 -3.99795 2.48398 0.0 0.0 0.0
H 2.37704 -2.56943 1.48097 0.0 0.0 0.0
H 1.47650 -2.77440 4.38779 0.0 0.0 0.0
H 2.96938 -2.09615 3.79010 0.0 0.0 0.0
H 1.28622 -0.48488 2.41402 -0.1 0.1 0.1
H -0.75572 0.01264 3.71956 0.0 -0.1 0.0
H -0.75865 -1.75735 3.84493 0.0 0.0 0.0
H 1.40409 1.19409 4.14964 0.1 0.0 0.0
H 3.57949 1.12391 3.85310 0.0 0.0 0.1
H 3.78575 -0.44056 4.34005 0.0 0.0 0.0
C -4.37359 0.98416 -2.69504 -0.1 0.1 0.0
O -3.19110 1.69246 -2.98189 0.1 -0.1 0.0
C -2.50771 2.09891 -1.81401 0.0 0.0 0.0
C -1.08576 2.49830 -2.13313 0.0 0.1 0.0
O -0.22247 1.39833 -2.36536 0.1 0.0 0.1
C -0.27830 0.79056 -3.64509 0.0 0.0 0.0
C 0.44317 1.56415 -4.72463 0.0 0.0 0.0
O -0.33201 2.66262 -5.16047 0.0 0.0 0.1
C 0.42047 3.58681 -5.91000 0.0 0.0 -0.1
H -5.08995 1.60250 -2.14104 0.0 0.0 0.0
H -4.81901 0.69479 -3.64460 0.0 0.0 0.0
H -4.16415 0.08242 -2.10759 0.0 0.0 0.0
H -2.49544 1.28326 -1.07861 0.0 0.0 0.0
H -3.02134 2.95909 -1.36043 0.0 0.0 0.0
H -0.68226 2.99586 -1.24846 0.0 0.0 0.0
H -1.06554 3.20345 -2.96706 0.0 0.0 0.0
H -1.30948 0.59202 -3.94637 0.0 0.1 0.0
H 0.23961 -0.16380 -3.52669 0.0 0.0 0.0
H 0.63987 0.88885 -5.56993 0.0 0.0 0.0
H 1.40905 1.91124 -4.33434 0.0 0.0 0.0
H 1.25082 3.99413 -5.32130 0.0 0.0 0.0
H -0.24697 4.39820 -6.19272 0.0 0.0 0.0
H 0.82901 3.13023 -6.81949 0.0 0.0 0.0
```
Forces are in eV/Å.

Mulliken charges, unit e, in atom order: atom 1 (C): -1.0597, atom 2 (C): -0.2081, atom 3 (C): -0.8716, atom 4 (C): -0.7314, atom 5 (C): -0.8216, atom 6 (C): 0.7634, atom 7 (C): -0.8046, atom 8 (C): 0.3845, atom 9 (O): -0.5962, atom 10 (O): -0.3949, atom 11 (C): -0.4312, atom 12 (N): -0.5323, atom 13 (H): 0.3074, atom 14 (H): 0.2491, atom 15 (H): 0.2549, atom 16 (H): 0.4892, atom 17 (H): 0.0895, atom 18 (H): 0.3376, atom 19 (H): 0.3859, atom 20 (H): 0.3599, atom 21 (H): 0.4479, atom 22 (H): 0.2957, atom 23 (H): 0.2380, atom 24 (H): 0.1176, atom 25 (H): 0.3504, atom 26 (H): 0.3353, atom 27 (H): 0.4848, atom 28 (H): 0.2889, atom 29 (H): 0.2627, atom 30 (C): -0.7436, atom 31 (O): -0.2622, atom 32 (C): -0.5229, atom 33 (C): -0.4426, atom 34 (O): -0.3594, atom 35 (C): -0.3940, atom 36 (C): -0.6940, atom 37 (O): -0.2492, atom 38 (C): -0.7740, atom 39 (H): 0.3083, atom 40 (H): 0.2308, atom 41 (H): 0.3013, atom 42 (H): 0.2761, atom 43 (H): 0.4153, atom 44 (H): 0.3778, atom 45 (H): 0.2443, atom 46 (H): 0.2753, atom 47 (H): 0.3691, atom 48 (H): 0.4331, atom 49 (H): 0.3525, atom 50 (H): 0.3231, atom 51 (H): 0.2323, atom 52 (H): 0.3114